{
  "formula": "C3H6N2O",
  "method": "wB97M-V/def2-TZVPD",
  "charge": 0,
  "e_homo_ev": -9.62,
  "e_lumo_ev": 1.01,
  "de_lowest_kj_mol": 183.30,
  "elements": ["O", "N", "N", "C", "C", "C", "H", "H", "H", "H", "H", "H"],
  "xyz": [[2.1034, 0.3677, 0.3387], [0.4853, -1.2606, -0.0107], [0.3277, 0.7350, -1.0822], [-0.6255, 0.7638, 0.0597], [1.1877, -0.0898, -0.3155], [-0.9054, -0.7475, 0.1501], [-1.5289, 1.3663, -0.1393], [0.8734, -1.6461, 0.8407], [0.1968, 1.0452, 0.8865], [0.7827, 1.6412, -1.1473], [-1.5250, -1.1258, -0.6736], [-1.3723, -1.0494, 1.0931]]
}

=====

{
  "formula": "C35H28N5OOsS3",
  "method": "wB97M-V/def2-TZVPD",
  "charge": -1,
  "e_homo_ev": -3.50,
  "e_lumo_ev": 2.53,
  "elements": ["Os", "S", "S", "S", "O", "N", "N", "N", "N", "N", "C", "C", "C", "C", "C", "C", "C", "C", "C", "C", "C", "C", "C", "C", "C", "C", "C", "C", "C", "C", "C", "C", "C", "C", "C", "C", "C", "C", "C", "C", "C", "C", "C", "C", "C", "H", "H", "H", "H", "H", "H", "H", "H", "H", "H", "H", "H", "H", "H", "H", "H", "H", "H", "H", "H", "H", "H", "H", "H", "H", "H", "H", "H"],
  "xyz": [[0.5561, 0.7712, -0.1733], [1.7708, 1.4587, 1.8240], [-0.1837, 1.2299, -3.4119], [1.2027, 0.0404, 4.4659], [0.7960, -0.7043, -2.2131], [0.1744, 2.5608, -0.9625], [-1.2509, 1.4794, 1.0086], [0.8476, -1.1273, 0.7453], [0.8853, -1.0609, 2.1717], [-1.6284, 3.9219, -1.5805], [-1.5543, 2.7332, 0.6035], [-0.9135, 3.0990, -0.6800], [4.3843, -0.9965, 5.6851], [-2.2857, 3.5984, 1.4113], [1.0619, -2.3539, 0.3495], [-3.1375, 4.4323, -4.8542], [2.8130, 0.7847, 4.8603], [-2.8087, 0.4201, -1.6781], [1.2823, 0.0651, 2.6703], [0.8398, -4.0135, -3.6541], [-1.8611, 2.4357, -5.0084], [5.6112, -1.1745, 3.2137], [3.9535, -0.1719, 4.6502], [-2.6567, 3.1889, 2.6783], [0.8307, -4.8116, -2.5178], [4.5760, -0.2712, 3.4086], [-2.1273, -1.8454, -1.9672], [-3.4611, -2.2402, -1.9007], [-1.7675, -0.5008, -1.8686], [0.9223, -2.8337, -1.0650], [-1.8648, 3.6245, -2.9169], [6.0422, -1.9847, 4.2544], [-4.1302, 0.0278, -1.6109], [-2.3224, 1.9092, 3.0990], [-2.6860, 3.3612, -5.6126], [-1.4040, 2.5144, -3.6789], [-1.6324, 1.0908, 2.2240], [5.4227, -1.8948, 5.4936], [0.8830, -4.2252, -1.2662], [0.8311, -2.0620, -2.2353], [0.8440, -2.6412, -3.5009], [-0.3934, 0.1077, -1.8852], [-2.7339, 4.5404, -3.5455], [1.5174, -3.4062, 1.3369], [-4.4732, -1.3147, -1.7277], [0.8264, -4.4538, -4.6432], [-1.3758, 0.0737, 2.4927], [0.6793, -3.9978, 1.7168], [-3.0884, 5.3773, -2.9516], [-3.1875, 3.8645, 3.3381], [6.8574, -2.6812, 4.1023], [1.9949, -2.9452, 2.1937], [-4.8978, 0.7781, -1.4611], [-1.5217, 1.5819, -5.5802], [-2.9801, 3.2387, -6.6468], [-3.8095, 5.1716, -5.2733], [4.2323, 0.3564, 2.5948], [0.7889, -5.8902, -2.6005], [-1.3892, -2.6185, -2.0929], [-3.6979, -3.2940, -1.9917], [2.7361, 1.0760, 5.9083], [3.8910, -0.9389, 6.6492], [-2.5689, 1.4670, -1.5716], [-2.5837, 1.5469, 4.0826], [-5.5089, -1.6280, -1.6811], [-2.2896, 4.5765, -1.1987], [2.9152, 1.6804, 4.2484], [0.8029, -1.9679, -4.3472], [5.7467, -2.5275, 6.3109], [2.2245, -4.0839, 0.8612], [0.8693, -4.8770, -0.4066], [-2.5190, 4.5981, 1.0676], [6.0815, -1.2444, 2.2408]]
}

=====

{
  "formula": "C4H12O",
  "method": "wB97M-V/def2-TZVPD",
  "charge": 0,
  "e_homo_ev": -10.42,
  "e_lumo_ev": 0.94,
  "de_lowest_kj_mol": 139.19,
  "smiles": "CCO.CC",
  "elements": ["O", "C", "C", "C", "C", "H", "H", "H", "H", "H", "H", "H", "H", "H", "H", "H", "H"],
  "xyz": [[-2.6538, -1.3673, 1.1754], [-0.6779, -0.1353, 0.7537], [-1.2963, -1.5033, 0.7137], [1.8136, 1.0323, -1.7492], [2.6306, 1.8871, -0.6751], [2.4743, 0.7078, -2.5244], [1.9569, 1.8105, 0.1866], [2.9630, 2.8533, -1.0575], [0.4027, -0.2564, 0.4175], [-0.9196, 0.0932, 1.8424], [-0.8962, -2.3654, 1.2368], [-1.1171, 0.5880, 0.0977], [3.6555, 1.3601, -0.4146], [1.4524, 0.1195, -1.2245], [-3.2720, -1.5248, 0.4568], [1.0601, 1.6686, -2.2683], [-1.3495, -1.8016, -0.4104]]
}

=====

{
  "formula": "C34H37CuNO2P2S2",
  "method": "wB97M-V/def2-TZVPD",
  "s_squared": 0.754,
  "charge": -2,
  "multiplicity": 2,
  "e_homo_ev": [0.71, -1.12],
  "e_lumo_ev": [4.51, 4.51],
  "de_lowest_kj_mol": 22.62,
  "elements": ["Cu", "S", "S", "P", "P", "O", "O", "N", "C", "C", "C", "C", "C", "C", "C", "C", "C", "C", "C", "C", "C", "C", "C", "C", "C", "C", "C", "C", "C", "C", "C", "C", "C", "C", "C", "C", "C", "C", "C", "C", "C", "C", "H", "H", "H", "H", "H", "H", "H", "H", "H", "H", "H", "H", "H", "H", "H", "H", "H", "H", "H", "H", "H", "H", "H", "H", "H", "H", "H", "H", "H", "H", "H", "H", "H", "H", "H", "H", "H"],
  "xyz": [[-0.7927, -0.8441, 2.1838], [-3.4641, -1.8606, 0.0038], [-0.6954, 2.5750, 1.9331], [-0.8085, 1.5086, 0.2459], [-1.6372, -1.2694, -0.5714], [-2.2251, -0.8342, 4.7263], [2.3747, -2.2182, 2.6453], [4.4048, -1.1630, 2.6301], [1.5027, -3.9363, -0.4894], [-2.3232, 2.8081, -1.8250], [0.7188, -2.7984, -0.3289], [-3.5407, 1.7919, -0.0250], [-1.1361, -3.9329, -1.3418], [0.9728, -5.0657, -1.0944], [2.1809, 1.8392, -2.5805], [2.8458, 1.2156, 2.7615], [-0.7000, -0.1712, 0.3042], [-0.3524, -5.0618, -1.5206], [0.8981, 3.5366, -0.8042], [-3.0166, -0.2488, -2.8297], [-0.1318, -1.7945, 5.0764], [2.4342, -0.0160, 3.5906], [1.9168, 4.0207, -1.6130], [-4.7284, 2.8980, -1.8020], [-1.8306, -0.8080, -2.3648], [-2.0917, -0.0117, -5.0405], [0.5085, 2.2002, -0.8732], [2.9174, 0.9592, 1.2465], [-0.7831, -0.9790, -3.2702], [3.0276, -1.2572, 2.9651], [-4.7338, 2.1835, -0.6070], [4.5663, -1.0362, 1.1704], [-3.1649, -0.2051, 3.8823], [-1.0678, -1.2397, 4.0419], [1.1606, 1.3621, -1.7658], [-0.6025, -2.7863, -0.7570], [-3.5214, 3.2074, -2.4086], [-2.3194, 2.1049, -0.6265], [2.5635, 3.1710, -2.5048], [-0.9084, -0.5876, -4.5960], [4.2400, 0.3857, 0.7156], [-3.1448, 0.1542, -4.1518], [-4.0457, 0.0289, 4.4882], [0.4088, 4.1783, -0.0806], [-0.7781, -5.9485, -1.9778], [-2.1797, -3.9284, -1.6351], [0.8816, 0.3160, -1.7707], [5.5853, -1.3116, 0.8857], [0.5287, -2.5434, 4.6359], [0.5208, -1.0203, 5.5247], [-5.6632, 3.2006, -2.2615], [-2.7538, 0.7198, 3.4594], [5.0571, 1.0493, 1.0341], [-5.6725, 1.9174, -0.1351], [2.5219, -3.9437, -0.1206], [4.2265, 0.4175, -0.3789], [3.8094, 1.6152, 3.1078], [4.7900, -0.3303, 3.0613], [-2.1922, 0.3016, -6.0740], [1.1015, -1.9120, 0.1643], [2.0951, 1.9882, 2.9322], [2.0726, 0.3229, 0.9543], [0.1396, -1.4408, -2.9367], [2.7582, 0.0823, 4.6321], [-0.0813, -0.7334, -5.2822], [1.3484, -0.1440, 3.5814], [2.7532, 1.9088, 0.7376], [3.8900, -1.7584, 0.7124], [-3.5074, 3.7459, -3.3500], [-3.5415, 1.2161, 0.8930], [-3.8424, -0.1415, -2.1365], [1.5819, -5.9548, -1.2172], [2.6846, 1.1657, -3.2656], [-3.4495, -0.8593, 3.0506], [2.2173, 5.0603, -1.5399], [-1.3878, 3.0382, -2.3200], [-0.6855, -2.2507, 5.9110], [3.3673, 3.5452, -3.1296], [-4.0722, 0.6067, -4.4846]]
}

=====

{
  "formula": "C5H10O2",
  "method": "wB97M-V/def2-TZVPD",
  "charge": 0,
  "e_homo_ev": -9.69,
  "e_lumo_ev": 1.02,
  "de_lowest_kj_mol": 239.19,
  "smiles": "CO[C@H]1CO[C@H]1C",
  "elements": ["O", "O", "C", "C", "C", "C", "C", "H", "H", "H", "H", "H", "H", "H", "H", "H", "H"],
  "xyz": [[-0.9785, -1.4407, 0.9652], [0.6325, 0.9479, -0.2587], [-2.0999, 0.6036, 0.1271], [-1.2594, -0.6150, -0.1822], [0.4350, -1.3079, 0.7791], [0.2408, -0.3844, -0.4323], [2.0276, 1.1030, -0.3484], [-1.7318, -1.2283, -0.9588], [-3.1005, 0.3002, 0.4510], [0.9172, -2.2730, 0.5829], [-1.6301, 1.1998, 0.9133], [-2.1967, 1.2229, -0.7721], [0.6226, -0.7783, -1.3854], [2.5538, 0.5296, 0.4305], [2.4021, 0.7771, -1.3312], [0.9219, -0.8210, 1.6325], [2.2436, 2.1645, -0.2125]]
}

=====

{
  "formula": "C2H2FNO2",
  "method": "wB97M-V/def2-TZVPD",
  "charge": 0,
  "e_homo_ev": -11.96,
  "e_lumo_ev": 0.42,
  "de_lowest_kj_mol": 58.70,
  "elements": ["F", "O", "O", "N", "C", "C", "H", "H"],
  "xyz": [[-0.6337, 1.6547, -2.4088], [-1.9558, -2.3772, -0.8094], [0.6270, 0.7392, -0.3245], [1.2314, 0.3298, 1.8624], [-1.2140, -2.8532, -0.1466], [0.9622, 0.6894, 0.7821], [-0.3206, 1.1270, -1.7242], [1.3035, 0.6902, 2.7691]]
}